Record 1
Entry from the OMol25 dataset: C4H9NOS in the gas phase (the ωB97M-V functional and the def2-TZVPD basis).

The geometry in XYZ format:
```
16
Properties=species:S:1:pos:R:3:nbo_charge:R:1
C -2.69 -0.59 -0.79 -0.417
N -1.59 -0.84 0.14 -0.609
C -0.34 -0.26 -0.29 -0.165
C 0.78 -0.67 0.68 -0.510
S 2.43 -0.35 -0.01 -0.041
C -0.36 1.28 -0.35 0.431
O -0.91 1.94 0.49 -0.529
H -2.95 0.48 -0.87 0.177
H -3.57 -1.15 -0.48 0.208
H -2.41 -0.94 -1.78 0.192
H -1.81 -0.44 1.04 0.366
H -0.06 -0.56 -1.31 0.196
H 0.61 -1.72 0.93 0.232
H 0.70 -0.08 1.59 0.221
H 3.04 -0.24 1.18 0.131
H 0.16 1.77 -1.19 0.117
```

Charge: 0
Structure (SMILES): CN[C@@H](C=O)CS
Calculated total energy (hartree): -685.9619
E_LUMO (eV): 0.7965
Orbital gap (eV): 9.97
Energy relative to the best compared isomer or geometry (same formula, charge and spin) (eV): 1.552

=====

Record 2
Entry from the OMol25 dataset: 8 unconnected molecules or ions with the total composition C5H25N2O8 (the ωB97M-V functional and the def2-TZVPD basis).

The geometry in XYZ format:
```
40
Properties=species:S:1:pos:R:3:nbo_charge:R:1
N -0.08 -0.26 0.70 -0.705
C -1.06 0.01 -0.37 -0.182
C -1.70 -1.17 -1.21 -0.471
C -1.09 -0.99 -2.57 -0.205
C -0.12 -1.74 -3.07 -0.427
C -2.08 0.93 0.28 0.680
N -2.83 1.69 -0.55 -0.814
O -2.26 0.96 1.49 -0.615
H 0.63 -0.96 0.45 0.434
H -0.51 -0.65 1.53 0.452
H 0.46 0.59 0.91 0.467
H -0.46 0.61 -1.05 0.250
H -2.78 -1.10 -1.26 0.249
H -1.45 -2.07 -0.67 0.242
H -1.42 -0.13 -3.15 0.194
H 0.39 -2.59 -2.62 0.196
H 0.27 -1.51 -4.06 0.194
H -2.81 1.52 -1.55 0.385
H -3.60 2.26 -0.26 0.406
H 1.20 2.72 0.59 0.494
H 1.41 2.54 -0.99 0.489
O 0.77 2.59 -0.28 -1.032
H 3.17 0.47 -3.20 0.456
H 4.26 1.00 -2.24 0.452
O 3.35 1.12 -2.52 -1.052
H 1.94 -0.28 3.69 0.465
H 2.46 -1.58 2.96 0.473
O 1.76 -0.92 2.99 -1.008
H -4.06 -2.07 0.77 0.466
H -4.90 -0.88 0.73 0.471
O -3.96 -1.11 0.72 -0.937
H 0.55 3.77 2.12 0.485
H 1.92 3.37 2.82 0.473
O 1.17 3.05 2.29 -1.003
H 3.30 0.15 0.07 0.433
H 3.79 0.93 1.39 0.446
O 3.30 0.17 1.04 -1.155
H 1.04 -3.71 1.03 0.448
H -0.23 -3.59 1.88 0.467
O 0.28 -3.14 1.20 -1.061
```

2S+1: 2
Charge: 0
Calculated total energy (hartree): -916.8000
E_LUMO (alpha / beta) (eV): 0.2771 / 0.1636
⟨S²⟩: 0.751
Orbital gap (alpha / beta) (eV): 2.46 / 10.02

=====

Record 3
Entry from the OMol25 dataset: 5 unconnected molecules or ions with the total composition CH10NO6 (the ωB97M-V functional and the def2-TZVPD basis).

The geometry in XYZ format:
```
18
Properties=species:S:1:pos:R:3:nbo_charge:R:1
N -0.77 0.56 -0.77 -0.908
C 0.18 0.68 0.29 0.884
O 0.23 -0.32 1.06 -0.857
O 1.05 1.55 0.13 -0.774
H -1.60 0.08 -0.47 0.352
H -1.10 1.31 -1.37 0.379
H -1.91 -0.78 0.97 0.493
H -2.91 -1.48 1.85 0.465
O -2.83 -1.07 0.98 -0.972
H 1.26 2.67 -1.30 0.522
H 2.07 2.45 -2.71 0.462
O 1.28 2.76 -2.29 -1.012
H 1.23 -0.19 2.51 0.490
H 1.54 -1.31 1.80 0.483
O 1.95 -0.87 2.59 -1.004
H -0.38 -1.96 -1.86 0.490
H -1.28 -2.91 -1.07 0.473
O -0.87 -2.78 -1.92 -0.965
```

Charge: -1
Calculated total energy (hartree): -550.3920
E_LUMO (eV): 3.4269
Orbital gap (eV): 9.07
Energy relative to the best compared isomer or geometry (same formula, charge and spin) (eV): 1.405

=====

Record 4
Entry from the OMol25 dataset: a molecular structure, C5H8O2 (the ωB97M-V functional and the def2-TZVPD basis).

The geometry in XYZ format:
```
15
Properties=species:S:1:pos:R:3:nbo_charge:R:1
O 0.43 -1.07 -0.49 -0.516
C 0.28 0.23 0.09 0.234
C -1.16 0.35 -0.35 -0.470
C -0.90 -1.01 -1.01 0.385
O -1.65 -2.09 -0.54 -0.703
C 1.37 1.23 0.02 -0.441
C 0.96 0.63 1.35 -0.443
H -1.32 -2.25 0.35 0.474
H -1.90 0.31 0.46 0.219
H -1.38 1.18 -1.03 0.218
H -0.93 -1.03 -2.11 0.156
H 1.11 2.26 -0.20 0.215
H 2.32 0.89 -0.39 0.229
H 1.64 -0.07 1.82 0.228
H 0.40 1.26 2.05 0.217
```

Charge: 0
Calculated total energy (hartree): -345.7320
E_LUMO (eV): 1.0433
Orbital gap (eV): 10.51
Energy relative to the best compared isomer or geometry (same formula, charge and spin) (eV): 1.985

=====

Record 5
Entry from the OMol25 dataset: C4H3N3O in the gas phase (the ωB97M-V functional and the def2-TZVPD basis).

The geometry in XYZ format:
```
11
Properties=species:S:1:pos:R:3:nbo_charge:R:1
C 1.19 0.16 0.00 0.289
C 0.34 -1.05 -0.07 0.110
C -1.75 -0.05 -0.03 0.589
C -0.91 1.23 -0.05 0.042
H 2.75 -0.82 0.06 0.338
H 0.85 -1.99 -0.05 0.186
H -1.47 2.15 -0.10 0.205
N 2.47 0.15 0.11 -0.480
N -0.93 -1.21 0.01 -0.440
N 0.40 1.38 0.00 -0.385
O -2.94 0.04 0.12 -0.454
```

Charge: 0
Structure (SMILES): [H]/N=C1\C=NC(=O)C=N1
Calculated total energy (hartree): -393.6686
E_LUMO (eV): -2.0523
Orbital gap (eV): 7.74
Energy relative to the best compared isomer or geometry (same formula, charge and spin) (eV): 1.383

=====

Record 6
Entry from the OMol25 dataset: C2H4N4O in the gas phase (the ωB97M-V functional and the def2-TZVPD basis).

The geometry in XYZ format:
```
11
Properties=species:S:1:pos:R:3:nbo_charge:R:1
C -0.29 1.84 -0.16 -0.434
C 0.46 -0.42 -0.28 0.609
H 0.04 2.87 -0.43 0.217
H -0.51 1.84 0.91 0.178
H -1.24 1.54 -0.42 0.182
H -1.49 -1.01 0.59 0.448
N 0.57 0.78 -0.62 -0.502
N -0.35 -1.15 0.45 -0.480
N 0.11 -2.42 0.58 -0.006
N 1.15 -2.59 -0.01 0.135
O 1.55 -1.28 -0.62 -0.347
```

Charge: 0
Structure (SMILES): C/N=c1\[nH]nno1
Calculated total energy (hartree): -372.7399
E_LUMO (eV): 0.3280
Orbital gap (eV): 9.58
Energy relative to the best compared isomer or geometry (same formula, charge and spin) (eV): 4.365

=====

Record 7
Entry from the OMol25 dataset: a molecular structure, CH4BrNO (the ωB97M-V functional and the def2-TZVPD basis).

The geometry in XYZ format:
```
8
Properties=species:S:1:pos:R:3:nbo_charge:R:1
C -1.12 0.09 -0.24 -0.250
N 1.41 -0.38 -0.09 -0.422
O -0.22 -0.66 0.54 -0.409
Br 2.03 1.19 0.59 0.192
H -1.96 0.05 0.33 0.197
H -1.30 -0.30 -1.17 0.164
H -0.79 1.04 -0.45 0.173
H 1.95 -1.01 0.49 0.355
```

Charge: 0
Calculated total energy (hartree): -2744.3579
E_LUMO (eV): -0.0733
Orbital gap (eV): 9.83
Energy relative to the best compared isomer or geometry (same formula, charge and spin) (eV): 1.941

=====

Record 8
Entry from the OMol25 dataset: 5 unconnected molecules or ions with the total composition C17H42N5O6S (the ωB97M-V functional and the def2-TZVPD basis).

The geometry in XYZ format:
```
71
Properties=species:S:1:pos:R:3:mulliken_charge:R:1
C -5.11 4.67 -0.67 -1.060
C -3.80 3.90 -0.72 0.643
O -2.69 4.65 -0.10 -0.234
S -1.87 5.51 -1.16 0.295
C -0.34 4.60 -1.46 -0.769
C -0.56 3.29 -2.21 0.572
O -0.33 3.52 -3.59 -0.616
C 0.39 2.21 -1.63 -0.930
N -0.16 1.72 -0.38 -0.295
H -5.67 4.40 0.22 0.294
H -5.71 4.37 -1.53 0.320
H -4.97 5.75 -0.73 0.326
H -3.56 3.63 -1.74 0.310
H -3.92 3.00 -0.11 -0.418
H -1.40 6.46 -0.33 0.254
H 0.14 4.43 -0.50 0.427
H 0.29 5.27 -2.06 0.491
H -1.56 2.89 -2.06 0.110
H -0.95 2.99 -4.12 0.386
H 0.51 1.43 -2.37 0.180
H 1.36 2.68 -1.45 0.356
H 0.38 1.98 0.43 0.188
H -0.31 0.72 -0.40 0.173
C 2.61 -1.23 -3.66 -1.614
C 2.24 -1.32 -2.20 0.968
O 1.14 -0.96 -1.79 -0.635
N 3.16 -1.83 -1.35 0.036
C 4.49 -2.32 -1.65 -0.986
H 1.77 -0.81 -4.21 0.357
H 3.48 -0.59 -3.80 0.388
H 2.83 -2.22 -4.06 0.420
H 2.85 -1.88 -0.39 0.096
H 4.57 -3.36 -1.36 0.296
H 5.22 -1.74 -1.08 0.260
H 4.71 -2.23 -2.71 0.432
C -3.37 0.51 1.58 -1.179
C -4.70 0.51 0.87 0.791
O -5.24 1.55 0.46 -0.735
N -5.31 -0.68 0.70 -0.116
C -4.85 -1.99 1.12 -0.774
H -3.00 1.54 1.64 0.232
H -3.47 0.11 2.59 0.425
H -2.65 -0.09 1.03 0.258
H -6.20 -0.61 0.23 0.250
H -4.75 -2.64 0.25 0.263
H -5.58 -2.43 1.81 0.283
H -3.89 -1.94 1.62 0.285
C -1.00 -4.28 -0.53 -0.991
C -1.28 -4.16 0.95 0.736
O -2.38 -3.81 1.37 -0.645
N -0.28 -4.46 1.81 -0.137
C 1.07 -4.89 1.50 -0.737
H -1.89 -4.01 -1.08 0.255
H -0.19 -3.60 -0.82 0.132
H -0.72 -5.30 -0.79 0.388
H -0.54 -4.37 2.78 0.232
H 1.26 -5.88 1.94 0.284
H 1.79 -4.19 1.91 0.200
H 1.22 -4.96 0.43 0.292
C 5.41 -1.47 3.49 -1.489
C 4.43 -1.26 2.36 0.881
O 3.97 -2.20 1.73 -0.587
N 4.08 0.01 2.07 -0.067
C 4.52 1.24 2.70 -0.936
H 5.60 -2.54 3.60 0.305
H 6.36 -0.98 3.27 0.391
H 5.01 -1.09 4.42 0.410
H 3.42 0.08 1.30 0.121
H 3.67 1.77 3.13 0.293
H 5.01 1.88 1.97 0.306
H 5.22 1.02 3.50 0.360
```

Charge: +1
Calculated total energy (hartree): -1796.1259
E_LUMO (eV): -3.0706
Orbital gap (eV): 8.06